{"formula": "C38H37ClN5O7RuTe", "method": "wB97M-V/def2-TZVPD", "symbols": ["Ru", "O", "C", "N", "C", "C", "C", "C", "C", "C", "N", "C", "O", "C", "C", "C", "C", "C", "N", "C", "C", "C", "C", "C", "N", "H", "H", "H", "H", "H", "H", "H", "H", "H", "H", "H", "H", "O", "Cl", "O", "O", "O", "C", "C", "O", "N", "Te", "C", "C", "C", "C", "C", "C", "C", "C", "C", "C", "C", "C", "C", "C", "C", "C", "C", "C", "H", "H", "H", "H", "H", "H", "H", "H", "H", "H", "H", "H", "H", "H", "H", "H", "H", "H", "H", "H", "H", "H", "H", "H", "H"], "coordinates": [[0.13, -0.62, 0.22], [-0.90, -2.92, 3.51], [-0.45, -2.39, 2.50], [-0.80, -1.22, 1.93], [-1.87, -0.41, 2.33], [-2.79, -0.71, 3.34], [-3.85, 0.14, 3.56], [-4.02, 1.29, 2.79], [-3.10, 1.60, 1.80], [-2.01, 0.77, 1.57], [-1.05, 0.99, 0.53], [-0.74, 2.30, 0.23], [-1.06, 3.27, 0.88], [0.00, 2.57, -1.07], [1.06, 3.46, -1.06], [1.66, 3.78, -2.26], [1.16, 3.23, -3.43], [0.07, 2.38, -3.34], [-0.50, 2.04, -2.19], [0.58, -3.14, 1.68], [1.06, -4.36, 2.12], [1.94, -5.06, 1.31], [2.28, -4.52, 0.08], [1.76, -3.30, -0.29], [0.93, -2.62, 0.50], [-2.65, -1.60, 3.92], [-4.56, -0.09, 4.35], [-4.86, 1.95, 2.96], [-3.23, 2.49, 1.21], [1.40, 3.87, -0.12], [2.51, 4.45, -2.29], [1.60, 3.44, -4.40], [-0.35, 1.94, -4.23], [0.73, -4.72, 3.08], [2.34, -6.01, 1.63], [2.95, -5.04, -0.60], [1.99, -2.85, -1.25], [3.66, 0.82, 2.51], [2.33, 0.88, 2.00], [1.37, 1.13, 3.02], [2.23, 1.85, 0.95], [2.04, -0.47, 1.40], [3.02, -0.24, -1.63], [1.73, -0.57, -2.37], [1.77, -0.67, -3.60], [0.63, -0.69, -1.62], [-1.30, -1.03, -3.03], [-1.92, -1.74, -5.02], [-1.22, -1.37, -6.17], [-0.02, -0.46, -6.17], [-1.64, -1.86, -7.41], [-2.74, -2.69, -7.54], [-3.18, -3.20, -8.89], [-3.45, -3.02, -6.39], [-3.07, -2.55, -5.14], [-3.92, -2.94, -3.95], [-1.22, -2.99, -2.24], [-1.95, -3.26, -1.08], [-2.85, -2.22, -0.45], [-1.83, -4.50, -0.47], [-1.03, -5.50, -1.01], [-0.89, -6.83, -0.33], [-0.34, -5.22, -2.18], [-0.40, -3.98, -2.81], [0.43, -3.75, -4.05], [3.86, -0.54, -2.25], [3.07, -0.71, -0.64], [3.04, 0.84, -1.46], [0.29, -0.16, -5.17], [-0.22, 0.43, -6.77], [0.84, -0.97, -6.61], [-1.08, -1.57, -8.30], [-2.43, -3.00, -9.65], [-4.12, -2.73, -9.19], [-3.35, -4.28, -8.86], [-4.33, -3.65, -6.47], [-4.91, -3.25, -4.29], [-4.05, -2.10, -3.27], [-3.47, -3.75, -3.38], [-2.30, -1.29, -0.31], [-3.22, -2.55, 0.52], [-3.69, -1.98, -1.10], [-2.37, -4.69, 0.46], [-1.36, -6.82, 0.65], [0.17, -7.09, -0.19], [-1.35, -7.63, -0.92], [0.31, -5.99, -2.61], [1.28, -4.44, -4.06], [0.81, -2.73, -4.09], [-0.16, -3.93, -4.95]], "total_energy_ha": -3093.6245, "multiplicity": 1, "molar_mass_da": 939.865, "gap_ev": [5.17, 5.30], "charge": -1, "lumo_ha": [0.030, 0.033], "fmax_ev_per_a": 2.3, "homo_energy_ev": [-4.36, -4.40]}